No. 1
Computed, not measured: a cluster of 3 separate species, C4H9NO in total, with the ωB97M-V functional and the def2-TZVPD basis.

Values from the calculation:
E = -7826.0997 eV
HOMO-LUMO gap = 8.99 eV
Largest force on an atom = 0.330 eV/A
E_HOMO = -8.106 eV
LUMO = 0.89 eV
Molar mass = 87.1 Da

ORCA input file:
```
! RIJCOSX wB97M-V def2-TZVPD def2/J DEFGRID3
* xyz 0 1
C 1.855 -0.324 0.168
N 0.643 0.213 0.061
C -0.178 0.868 0.906
C -0.707 -0.318 0.195
C -1.546 -0.303 -1.071
O -1.391 0.879 -1.817
H 2.690 0.360 0.297
H 1.428 -0.386 2.032
H 2.030 -1.265 -0.346
H 0.754 0.118 2.179
H -0.430 1.917 0.967
H -0.796 -1.236 0.792
H -2.603 -0.367 -0.794
H -1.308 -1.199 -1.671
H -0.441 1.044 -1.898
*
```



No. 2
Computed, not measured: a cluster of 4 separate species, C23H41N2O6P in total at a distorted geometry, with the ωB97M-V functional and the def2-TZVPD basis.

Values from the calculation:
SMILES = C=CC[C@](C#N)([C@@H](C#N)OCCCC)P(O)O.C1CCOC1.C1CCOC1.C1CCOC1
E = -49064.9898 eV
HOMO-LUMO gap = 8.58 eV
Largest force on an atom = 3.279 eV/A
E_HOMO = -8.582 eV
LUMO = 0.00 eV
Molar mass = 472.6 Da

ORCA input file:
```
! RIJCOSX wB97M-V def2-TZVPD def2/J DEFGRID3
* xyz 0 1
C 6.157 2.591 1.776
C 6.037 1.232 1.928
C 4.884 0.533 1.296
C 4.298 -0.741 2.026
C 4.864 -1.948 1.451
N 5.162 -2.972 1.032
C 2.762 -0.695 1.797
C 2.512 -0.747 0.338
N 2.268 -0.623 -0.775
O 2.103 -1.704 2.497
C 0.688 -1.590 2.425
C 0.094 -0.420 3.230
C -0.506 0.707 2.362
C 0.388 1.968 2.292
P 4.526 -0.847 3.921
O 3.847 0.533 4.517
O 6.123 -0.796 4.233
H 7.047 2.960 1.273
H 5.450 3.299 2.196
H 6.815 0.709 2.474
H 5.137 0.267 0.271
H 4.068 1.263 1.221
H 2.447 0.281 2.181
H 0.313 -1.539 1.398
H 0.306 -2.521 2.836
H -0.735 -0.814 3.816
H 0.798 -0.006 3.954
H -0.650 0.333 1.349
H -1.464 1.031 2.764
H -0.193 2.881 2.209
H 1.055 1.888 1.431
H 1.040 2.021 3.166
H 2.894 0.407 4.410
H 6.455 0.112 4.339
C 0.771 -0.994 -3.775
C 0.040 -1.233 -5.095
C -0.377 0.180 -5.481
O 0.625 1.054 -4.951
C 1.465 0.333 -4.044
H 1.465 -1.786 -3.504
H 0.049 -0.882 -2.963
H 0.734 -1.637 -5.836
H -0.805 -1.915 -5.013
H -1.339 0.446 -5.035
H -0.450 0.321 -6.559
H 2.438 0.180 -4.524
H 1.614 0.922 -3.140
C -3.339 -1.212 7.243
C -4.445 -0.465 6.504
C -3.671 0.673 5.856
O -2.354 0.174 5.595
C -2.173 -1.073 6.275
H -3.581 -2.249 7.467
H -3.110 -0.705 8.183
H -4.881 -1.109 5.737
H -5.249 -0.116 7.150
H -3.585 1.530 6.531
H -4.118 1.013 4.921
H -2.181 -1.878 5.530
H -1.203 -1.074 6.774
C -5.079 -0.484 -8.255
C -5.350 1.009 -8.097
C -4.401 1.377 -6.966
O -3.279 0.498 -7.074
C -3.581 -0.554 -7.994
H -5.358 -0.883 -9.229
H -5.621 -1.045 -7.490
H -5.070 1.537 -9.011
H -6.389 1.247 -7.873
H -4.868 1.221 -5.987
H -4.055 2.410 -7.022
H -3.010 -0.381 -8.913
H -3.268 -1.508 -7.567
*
```



No. 3
Computed, not measured: a structure of composition C14H27N7O7Tl at a distorted geometry, with the ωB97M-V functional and the def2-TZVPD basis.

Values from the calculation:
E = -44398.5940 eV
HOMO-LUMO gap (spin up / spin down) = 4.50 / 4.79 eV
Largest force on an atom = 4.765 eV/A
E_HOMO (spin up / spin down) = -9.339 / -9.564 eV
LUMO (spin up / spin down) = -4.84 / -4.77 eV
Molar mass = 609.8 Da

ORCA input file:
```
! RIJCOSX wB97M-V def2-TZVPD def2/J DEFGRID3
* xyz 1 1
O -1.015 0.299 -4.919
H -1.212 0.418 -5.863
Tl -0.172 0.155 -0.295
N -0.518 2.211 0.655
N 0.607 1.785 -1.615
N -1.942 -0.821 0.774
N -1.111 -1.569 -1.417
O -1.236 2.319 1.714
O -2.304 -0.333 2.024
O -0.597 -1.929 -2.680
O 0.882 1.559 -2.827
C 1.002 2.945 -0.961
C 0.357 3.198 0.264
C -2.331 -2.080 0.477
C -1.871 -2.507 -0.810
C 0.737 4.316 1.157
H 1.139 3.921 2.101
H -0.127 4.961 1.360
H 1.505 4.943 0.693
C 2.174 3.679 -1.479
H 2.074 3.852 -2.555
H 3.087 3.079 -1.345
H 2.316 4.639 -0.977
C -3.059 -2.966 1.419
C -2.140 -3.838 -1.393
H -3.658 -2.394 2.138
H -2.371 -3.614 1.992
H -3.739 -3.626 0.861
H -1.520 -4.044 -2.275
H -3.191 -3.889 -1.716
H -1.979 -4.621 -0.637
H -1.991 0.623 2.024
H -0.511 -1.086 -3.201
C -1.890 1.171 -4.217
H -1.264 1.840 -3.635
H -2.478 0.554 -3.537
H -2.551 1.741 -4.887
O -3.256 1.754 -0.920
H -3.840 1.104 -0.494
H -3.021 2.382 -0.212
C 3.875 0.445 3.495
N 3.090 -0.504 2.715
C 2.993 -1.790 3.130
C 2.250 -2.687 2.423
C 1.624 -2.207 1.256
N 1.520 -0.898 0.985
C 2.347 -0.009 1.645
O 2.436 1.180 1.311
N 1.074 -3.077 0.388
H 3.200 1.149 4.003
H 4.573 0.978 2.837
H 4.422 -0.144 4.236
H 3.534 -2.007 4.050
H 2.178 -3.730 2.705
H 0.598 -2.774 -0.455
H 1.301 -4.056 0.490
*
```



No. 4
Computed, not measured: an isolated molecule of CH6NOPS at a distorted geometry, with the ωB97M-V functional and the def2-TZVPD basis.

Values from the calculation:
SMILES = C[P@](N)(O)=S
E = -24797.5449 eV
HOMO-LUMO gap = 9.54 eV
Largest force on an atom = 2.607 eV/A
E_HOMO = -8.887 eV
LUMO = 0.66 eV
Molar mass = 111.1 Da

ORCA input file:
```
! RIJCOSX wB97M-V def2-TZVPD def2/J DEFGRID3
* xyz 0 1
C -0.811 1.114 0.273
P 0.653 -0.165 -0.017
N 0.141 -1.227 -1.186
O 0.416 -1.084 1.278
S 2.423 0.684 -0.169
H -1.801 0.611 0.143
H -0.780 1.571 1.349
H -0.780 1.978 -0.533
H -0.826 -1.567 -1.271
H 0.751 -1.245 -1.950
H 0.613 -0.671 2.084
*
```